No. 1
Computed, not measured: C23H19BrMnN6O2S as an isolated structure in a non-equilibrium geometry, with wB97M-V/def2-TZVPD.

Cartesian coordinates (Å):
Mn: 0.231 0.234 0.544
N: 3.099 0.852 3.774
C: 2.394 0.727 2.648
S: 0.693 0.284 2.805
N: 2.965 0.961 1.495
N: 2.161 0.839 0.451
C: 2.656 0.912 -0.742
C: 1.716 0.833 -1.826
C: 2.053 1.036 -3.165
C: 1.076 0.983 -4.133
C: -0.241 0.733 -3.754
C: -0.513 0.541 -2.417
N: 0.426 0.579 -1.471
H: 2.716 0.483 4.627
H: 4.103 0.897 3.690
H: 3.726 1.022 -0.877
H: 3.083 1.249 -3.417
H: 1.321 1.134 -5.175
H: -1.037 0.688 -4.482
H: -1.526 0.346 -2.085
N: -1.957 0.041 0.795
C: -2.587 1.297 0.457
C: -3.922 1.408 0.169
C: -4.487 2.666 -0.106
C: -3.720 3.796 -0.058
C: -2.337 3.712 0.211
C: -1.479 4.830 0.249
C: -0.148 4.644 0.502
C: 0.345 3.347 0.686
N: -0.414 2.274 0.633
C: -1.756 2.441 0.441
H: -2.068 -0.134 1.792
H: -2.428 -0.727 0.328
H: -4.546 0.523 0.161
H: -5.544 2.727 -0.329
H: -4.162 4.769 -0.228
H: -1.874 5.825 0.088
H: 0.534 5.481 0.553
H: 1.401 3.197 0.881
Br: -2.182 -6.368 -0.782
C: -0.525 -5.757 -0.083
C: 0.446 -6.681 0.266
C: 1.653 -6.229 0.784
C: 1.880 -4.873 0.938
C: 0.901 -3.955 0.568
C: -0.315 -4.397 0.062
C: 1.208 -2.501 0.729
O: 2.276 -2.152 1.208
O: 0.296 -1.671 0.273
H: 0.267 -7.739 0.133
H: 2.414 -6.946 1.061
H: 2.809 -4.493 1.339
H: -1.081 -3.687 -0.214

Computed properties:
charge	+1
maximum force	1.43	eV/A
HOMO energy (spin up / spin down)	-10.8 / -10.8	eV
Kohn-Sham gap (spin up / spin down)	0.2457 / 0.2529	Eh
energy above the lowest of the compared OMol25 structures with the same formula, charge and spin	0.259	eV
2S+1	5

***

No. 2
Computed, not measured: one molecule with the formula C23H19ClN2O5 in a non-equilibrium geometry, with wB97M-V/def2-TZVPD.

Cartesian coordinates (Å):
O: -0.645 4.800 -7.568
C: -0.273 4.799 -6.485
O: 0.640 5.731 -5.995
C: -0.917 3.912 -5.514
C: -1.326 4.461 -4.274
C: -1.905 3.645 -3.219
C: -2.091 2.282 -3.474
N: -2.625 1.429 -2.475
C: -2.459 1.455 -1.066
O: -2.188 2.577 -0.555
C: -2.802 0.278 -0.175
O: -3.118 -0.884 -1.016
C: -1.654 -0.116 0.741
C: -0.317 0.331 0.438
C: 0.747 -0.085 1.354
C: 0.382 -0.789 2.489
C: 1.581 -1.251 3.318
C: 2.492 -0.333 3.886
C: 3.598 -0.652 4.688
Cl: 4.313 0.610 5.573
C: 3.942 -1.957 4.912
C: 3.133 -2.911 4.299
C: 1.989 -2.630 3.428
C: 1.432 -3.704 2.524
C: 1.371 -5.184 2.942
C: 2.301 -4.691 1.877
C: -0.911 -1.060 2.735
N: -1.902 -0.740 1.935
O: -2.966 -1.239 2.269
C: -1.880 1.827 -4.766
C: -1.417 2.639 -5.800
H: 0.811 5.437 -5.084
H: -1.200 5.566 -3.984
H: -2.301 4.263 -2.453
H: -2.828 0.484 -2.874
H: -3.656 0.615 0.395
H: -3.553 -1.524 -0.414
H: -0.023 0.740 -0.518
H: 1.820 0.094 1.210
H: 2.330 0.718 3.791
H: 4.666 -2.201 5.627
H: 3.388 -3.914 4.422
H: 0.721 -3.433 1.709
H: 0.430 -5.625 2.474
H: 1.710 -5.607 3.873
H: 3.361 -4.735 2.198
H: 2.187 -4.851 0.762
H: -1.111 -1.546 3.660
H: -2.143 0.756 -5.051
H: -1.136 2.211 -6.769

Computed properties:
charge	0
maximum force	5.59	eV/A
HOMO energy	-8.7	eV
Kohn-Sham gap	0.3223	Eh
energy above the lowest of the compared OMol25 structures with the same formula, charge and spin	5.537	eV

***

No. 3
Computed, not measured: C23H19F6MnN2O11PS3 as an isolated structure in a non-equilibrium geometry, with wB97M-V/def2-TZVPD.

Cartesian coordinates (Å):
Mn: 0.488 0.925 1.636
O: -1.623 4.257 2.851
C: -1.242 3.231 2.314
O: -0.016 2.890 2.093
C: -2.255 2.166 1.791
O: -3.454 2.392 1.735
O: -1.669 1.082 1.400
F: 4.970 -1.184 2.116
C: 3.706 -0.893 2.495
F: 2.892 -1.249 1.512
F: 3.440 -1.577 3.589
S: 3.704 0.953 2.829
O: 2.385 1.553 2.867
O: 4.519 1.019 3.998
N: 4.506 1.505 1.562
S: 3.727 1.898 0.256
O: 2.370 1.364 0.149
O: 3.932 3.255 -0.146
C: 4.684 0.961 -0.992
F: 5.971 1.312 -0.931
F: 4.225 1.262 -2.214
F: 4.586 -0.352 -0.813
N: -0.454 3.183 -0.885
C: -1.195 2.482 -1.798
C: -1.897 3.217 -2.776
C: -2.610 2.598 -3.776
C: -2.639 1.209 -3.861
C: -1.963 0.477 -2.903
C: -1.258 1.071 -1.853
P: -0.516 -0.066 -0.602
C: -1.904 -1.175 -0.156
C: -3.249 -0.883 -0.358
C: -4.226 -1.761 0.088
C: -3.872 -2.931 0.754
C: -2.534 -3.212 0.983
C: -1.557 -2.332 0.534
C: 0.423 -1.143 -1.784
C: 0.019 -2.398 -2.235
C: 0.800 -3.111 -3.140
C: 1.996 -2.584 -3.604
C: 2.410 -1.335 -3.160
C: 1.629 -0.625 -2.261
H: -0.718 4.140 -0.726
H: -0.164 2.730 -0.039
H: -1.871 4.300 -2.718
H: -3.154 3.201 -4.495
H: -3.187 0.709 -4.650
H: -1.982 -0.606 -2.962
H: -3.537 0.054 -0.815
H: -5.270 -1.512 -0.059
H: -4.641 -3.601 1.121
H: -2.237 -4.089 1.542
H: -0.520 -2.536 0.772
H: -0.908 -2.829 -1.880
H: 0.468 -4.087 -3.478
H: 2.608 -3.147 -4.301
H: 3.348 -0.916 -3.505
H: 1.949 0.348 -1.915
C: -1.775 -0.855 3.896
S: -0.151 -1.567 3.825
O: 0.334 -1.651 5.185
O: -0.248 -2.837 3.129
O: 0.642 -0.570 3.037
H: -2.351 -1.420 4.628
H: -2.227 -0.898 2.904
H: -1.663 0.185 4.204

Computed properties:
charge	-2
maximum force	1.93	eV/A
HOMO energy (spin up / spin down)	-3.2 / -3.2	eV
Kohn-Sham gap (spin up / spin down)	0.2764 / 0.2751	Eh
energy above the lowest of the compared OMol25 structures with the same formula, charge and spin	1.042	eV
2S+1	2

***

No. 4
Computed, not measured: a 2-piece molecular cluster, C23H19F6O7S overall in a non-equilibrium geometry, with wB97M-V/def2-TZVPD.

Cartesian coordinates (Å):
F: 3.605 1.036 3.210
C: 2.408 0.487 2.946
F: 2.591 -0.572 2.121
F: 1.848 0.049 4.087
S: 1.256 1.731 2.123
C: 0.075 0.689 1.354
C: -1.290 0.717 1.817
C: -1.927 1.895 2.276
C: -3.228 1.859 2.742
C: -3.927 0.656 2.748
C: -5.314 0.649 3.335
F: -6.031 -0.459 2.992
F: -5.266 0.687 4.709
F: -6.035 1.743 2.935
C: -3.351 -0.516 2.264
C: -2.057 -0.474 1.774
O: 0.683 2.497 3.202
O: 2.072 2.385 1.124
H: 0.505 -0.292 1.133
H: -1.407 2.848 2.267
H: -3.699 2.770 3.104
H: -3.913 -1.444 2.261
H: -1.596 -1.371 1.357
C: -3.082 -4.259 -2.730
O: -3.496 -2.878 -2.632
C: -2.532 -1.928 -2.521
C: -2.945 -0.625 -2.135
C: -2.013 0.248 -1.631
C: -0.625 -0.054 -1.644
C: 0.319 0.899 -1.091
C: 1.701 0.765 -1.149
C: 2.499 2.001 -1.322
O: 2.008 3.044 -1.688
O: 3.832 1.933 -1.012
C: 4.474 0.656 -1.163
C: 4.591 0.281 -2.628
C: 5.822 0.776 -0.447
O: 3.731 -0.343 -0.435
C: 2.382 -0.444 -0.641
O: 1.809 -1.458 -0.289
C: -0.230 -1.265 -2.263
C: -1.155 -2.210 -2.668
H: -4.019 -4.813 -2.703
H: -2.559 -4.444 -3.678
H: -2.444 -4.556 -1.884
H: -4.001 -0.364 -2.188
H: -2.323 1.211 -1.224
H: -0.064 1.903 -0.891
H: 3.608 0.277 -3.112
H: 5.237 1.010 -3.123
H: 5.046 -0.709 -2.721
H: 5.644 1.085 0.589
H: 6.342 -0.185 -0.451
H: 6.434 1.531 -0.947
H: 0.825 -1.484 -2.402
H: -0.816 -3.172 -3.057

Computed properties:
charge	-1
maximum force	1.78	eV/A
HOMO energy	-4.1	eV
Kohn-Sham gap	0.2328	Eh

***

No. 5
Computed, not measured: C23H19N5OS2W as an isolated structure, with wB97M-V/def2-TZVPD.

Cartesian coordinates (Å):
W: -1.202 0.680 -0.621
C: -2.972 2.159 0.001
C: -3.127 1.808 -1.366
C: -3.435 0.425 -1.420
C: -3.433 -0.082 -0.109
C: -3.112 0.979 0.774
H: -2.823 3.154 0.386
H: -3.104 2.491 -2.201
H: -3.630 -0.143 -2.316
H: -3.652 -1.096 0.184
H: -3.090 0.922 1.852
C: 2.994 -0.849 -1.202
C: 1.561 -0.514 -1.480
N: 0.951 0.420 -0.780
N: 1.794 1.128 0.056
C: 1.318 2.249 0.425
S: -0.294 2.760 -0.064
S: 2.268 3.331 1.407
C: 1.219 3.372 2.906
C: 0.917 2.017 3.466
C: -0.323 1.437 3.199
C: -0.629 0.163 3.662
C: 0.312 -0.546 4.395
C: 1.544 0.032 4.677
C: 1.845 1.307 4.218
C: 0.891 -1.170 -2.588
C: 1.508 -2.213 -3.311
C: 0.955 -2.679 -4.481
C: -0.213 -2.104 -4.989
C: -0.853 -1.085 -4.310
C: -0.302 -0.661 -3.113
O: -1.000 0.303 -2.436
H: 3.292 -0.545 -0.207
H: 3.631 -0.330 -1.924
H: 3.153 -1.917 -1.327
H: 0.309 3.933 2.698
H: 1.832 3.984 3.571
H: -1.070 2.033 2.691
H: -1.610 -0.265 3.486
H: 0.080 -1.534 4.771
H: 2.271 -0.508 5.268
H: 2.807 1.750 4.449
H: 2.423 -2.659 -2.956
H: 1.439 -3.484 -5.016
H: -0.629 -2.463 -5.921
H: -1.760 -0.630 -4.683
N: -0.928 -1.048 0.171
C: -0.545 -2.197 0.204
N: -0.214 -3.347 0.261
C: 0.855 -4.075 -0.036
N: 1.785 -4.691 -0.318

Computed properties:
charge	+2
maximum force	0.69	eV/A
HOMO energy	-14.4	eV
Kohn-Sham gap	0.2025	Eh
energy above the lowest of the compared OMol25 structures with the same formula, charge and spin	0.000	eV

***

No. 6
Computed, not measured: C23H19N6SSe2V as an isolated structure in a non-equilibrium geometry, with wB97M-V/def2-TZVPD.

Cartesian coordinates (Å):
V: -0.932 0.186 1.058
N: 2.556 1.822 2.851
C: 1.653 1.007 2.243
S: 0.211 0.581 3.145
N: 1.981 0.625 1.020
N: 0.935 -0.168 0.519
C: 1.214 -1.241 -0.146
C: 2.571 -1.621 -0.602
C: 3.087 -2.885 -0.330
C: 4.363 -3.232 -0.757
C: 5.124 -2.319 -1.471
C: 4.615 -1.054 -1.744
C: 3.350 -0.704 -1.304
C: 0.050 -2.163 -0.244
C: 0.040 -3.302 -1.037
C: -1.024 -4.178 -0.962
C: -2.060 -3.907 -0.081
C: -2.006 -2.743 0.653
N: -0.992 -1.864 0.576
H: 2.475 1.933 3.846
H: 3.478 1.862 2.448
H: 2.509 -3.599 0.244
H: 4.761 -4.211 -0.527
H: 6.116 -2.588 -1.810
H: 5.209 -0.337 -2.295
H: 2.964 0.288 -1.497
H: 0.874 -3.491 -1.698
H: -1.036 -5.069 -1.576
H: -2.897 -4.580 0.038
H: -2.797 -2.488 1.347
Se: -3.668 2.598 2.248
Se: -3.490 0.331 1.727
C: -3.415 0.424 -0.212
C: -4.521 0.528 -1.026
C: -4.300 0.590 -2.397
C: -3.008 0.539 -2.883
C: -1.955 0.424 -1.987
N: -2.157 0.373 -0.670
C: -1.924 3.233 1.758
C: -1.651 4.525 2.167
C: -0.484 5.115 1.711
C: 0.346 4.409 0.861
C: -0.006 3.116 0.533
N: -1.118 2.507 0.983
H: -5.515 0.566 -0.602
H: -5.138 0.675 -3.077
H: -2.802 0.584 -3.943
H: -0.925 0.371 -2.314
H: -2.327 5.060 2.821
H: -0.233 6.122 2.018
H: 1.260 4.834 0.471
H: 0.640 2.516 -0.094

Computed properties:
charge	+1
maximum force	1.50	eV/A
HOMO energy (spin up / spin down)	-9.7 / -10.6	eV
Kohn-Sham gap (spin up / spin down)	0.2342 / 0.2637	Eh
2S+1	4

***

Q: maximum force of number 6 (C23H19N6SSe2V)?
A: 1.50 eV/A

***

Q: Number 4 is which compound?
A: C23H19F6O7S